Record 1
DFT (ωB97M-V/def2-TZVPD) results for a structure of composition C22H36Cl3CoN4O5S2Si.

## Properties
energy above the lowest of the compared OMol25 structures with the same formula, charge and spin: 95.3 kJ/mol
spin multiplicity: 5
lowest unoccupied orbital energy (alpha / beta): -0.1 / -0.4 eV
highest occupied orbital energy (alpha / beta): -6.723 / -7.260 eV
⟨S²⟩: 6.018
gap between HOMO and LUMO (alpha / beta): 6.65 / 6.88 eV

```
74
C22H36Cl3CoN4O5S2Si (ωB97M-V/def2-TZVPD)
Co -0.363 0.243 0.282
C -0.285 -4.416 3.601
Si 1.429 -4.333 2.837
C 2.728 -4.281 4.210
C 1.700 -5.865 1.762
C 1.834 -2.862 1.704
C 3.099 -2.837 1.132
C 3.503 -1.810 0.285
C 2.607 -0.801 0.022
N 1.381 -0.794 0.542
C 0.982 -1.797 1.357
S -0.670 -1.617 1.844
H -0.372 -5.315 4.219
H -1.059 -4.451 2.834
H -0.486 -3.549 4.230
H 2.637 -5.144 4.874
H 2.618 -3.380 4.816
H 3.740 -4.284 3.799
H 1.527 -6.785 2.325
H 2.719 -5.901 1.370
H 1.018 -5.856 0.909
H 3.796 -3.641 1.348
H 4.490 -1.797 -0.158
H 2.867 0.032 -0.620
C -3.339 -1.143 -4.284
N -2.310 -1.250 -3.278
C -1.399 -2.363 -3.164
C -0.642 -2.012 -1.878
O 0.278 -2.649 -1.442
N -1.177 -0.836 -1.375
C -2.156 -0.459 -2.203
N -2.964 0.573 -1.970
H -3.012 -1.676 -5.174
H -3.499 -0.101 -4.562
H -4.287 -1.573 -3.949
H -0.710 -2.432 -4.007
H -1.920 -3.316 -3.046
H -2.843 1.063 -1.097
H -3.572 0.933 -2.680
Cl 0.584 1.489 5.220
C -0.241 3.021 3.687
Cl -1.475 3.799 4.607
Cl 1.142 3.985 3.358
C -0.620 2.126 2.666
O -1.887 1.565 2.885
O 0.105 1.740 1.742
C -3.739 0.221 2.383
C -2.573 1.016 1.902
O -2.303 1.176 0.715
H -4.625 0.858 2.419
H -3.537 -0.157 3.382
H -3.914 -0.601 1.694
C -1.933 5.585 -2.157
C -0.774 4.591 -2.154
C -0.788 3.701 -0.925
S 0.258 2.207 -1.172
O 0.095 1.805 -2.592
C 1.904 3.022 -0.983
C 2.646 3.127 -2.307
C 3.329 1.827 -2.724
H -1.919 6.175 -3.073
H -1.868 6.272 -1.312
H -2.893 5.068 -2.098
H 0.171 5.137 -2.206
H -0.827 3.950 -3.036
H -1.790 3.319 -0.718
H -0.420 4.193 -0.023
H 2.441 2.415 -0.251
H 1.724 4.000 -0.541
H 3.392 3.917 -2.210
H 1.944 3.424 -3.089
H 4.064 1.518 -1.978
H 3.849 1.959 -3.672
H 2.592 1.033 -2.851
```

These are the Löwdin partial charges, in e, on atoms 1 to 8: number 1, Co, carries 0.4659; number 2, C, carries -0.2173; number 3, Si, carries 0.5405; number 4, C, carries -0.1761; number 5, C, carries -0.1772; number 6, C, carries -0.2340; number 7, C, carries -0.0801; number 8, C, carries -0.0582



Record 2
DFT (ωB97M-V/def2-TZVPD) results for a cluster of 3 separate species, C22H36ClFN2O5 in total at a distorted geometry.

## Properties
energy above the lowest of the compared OMol25 structures with the same formula, charge and spin: 29.8 kJ/mol
spin multiplicity: 3
lowest unoccupied orbital energy (alpha / beta): -1.0 / -1.0 eV
highest occupied orbital energy (alpha / beta): -8.285 / -9.294 eV
⟨S²⟩: 2.008
gap between HOMO and LUMO (alpha / beta): 7.31 / 8.32 eV

```
67
C22H36ClFN2O5 (ωB97M-V/def2-TZVPD)
O 0.310 0.261 4.046
C -0.612 1.009 3.989
O -0.449 2.371 3.693
C -1.658 2.843 3.277
O -1.847 3.825 2.628
C -2.700 1.861 3.693
Cl -4.355 2.098 3.613
C -2.063 0.784 4.105
F -2.526 -0.347 4.544
C -0.091 -2.811 0.086
C -1.308 -2.655 1.034
C -2.207 -3.894 1.000
C -3.028 -4.023 -0.278
C -3.825 -2.745 -0.528
C -2.943 -1.498 -0.553
N -2.086 -1.433 0.669
O -2.755 -0.985 1.673
C -2.088 -1.499 -1.834
C -3.813 -0.249 -0.625
C -0.745 -2.519 2.444
H 0.843 -2.809 0.643
H -0.118 -3.736 -0.493
H -0.006 -1.981 -0.611
H -2.892 -3.861 1.853
H -1.587 -4.781 1.138
H -2.381 -4.248 -1.130
H -3.715 -4.867 -0.186
H -4.361 -2.819 -1.476
H -4.583 -2.640 0.253
H -1.369 -0.678 -1.823
H -2.731 -1.361 -2.703
H -1.545 -2.428 -1.995
H -4.540 -0.206 0.185
H -4.366 -0.248 -1.563
H -3.204 0.656 -0.589
H -0.146 -1.613 2.544
H -0.104 -3.374 2.651
H -1.524 -2.500 3.204
C 3.771 3.710 -1.256
C 3.431 2.490 -2.158
C 2.008 2.600 -2.712
C 0.920 2.334 -1.675
C 1.156 0.986 -0.997
C 2.554 0.867 -0.392
N 3.598 1.216 -1.400
O 3.805 0.229 -2.200
C 2.649 1.771 0.852
C 2.774 -0.554 0.102
C 4.404 2.528 -3.331
H 4.581 4.299 -1.682
H 2.919 4.378 -1.124
H 4.119 3.413 -0.270
H 1.888 1.886 -3.533
H 1.875 3.593 -3.146
H 0.888 3.138 -0.936
H -0.056 2.329 -2.163
H 0.412 0.826 -0.212
H 1.010 0.188 -1.734
H 3.667 1.790 1.241
H 2.003 1.382 1.639
H 2.331 2.796 0.671
H 2.612 -1.293 -0.681
H 2.068 -0.769 0.903
H 3.782 -0.689 0.499
H 5.431 2.386 -2.992
H 4.334 3.500 -3.816
H 4.182 1.768 -4.078
```

These are the Löwdin partial charges, in e, on atoms 1 to 8: number 1, O, carries 0.1945; number 2, C, carries -0.3347; number 3, O, carries 0.1499; number 4, C, carries -0.4479; number 5, O, carries 0.1769; number 6, C, carries -0.5391; number 7, Cl, carries 0.8286; number 8, C, carries -0.2467



Record 3
DFT (ωB97M-V/def2-TZVPD) results for a structure of composition C22H36F5N7O29 at a distorted geometry.

## Properties
energy above the lowest of the compared OMol25 structures with the same formula, charge and spin: 2830.6 kJ/mol
lowest unoccupied orbital energy: -0.4 eV
highest occupied orbital energy: -9.415 eV
gap between HOMO and LUMO: 8.97 eV

```
99
C22H36F5N7O29 (ωB97M-V/def2-TZVPD)
C -1.117 4.287 -2.691
C -0.049 4.253 -1.596
O 1.073 4.156 -2.390
C 0.765 3.423 -3.492
O 1.695 3.025 -4.271
O -0.565 3.322 -3.560
F -0.307 3.174 -0.847
H -1.179 5.281 -3.134
H -2.112 4.052 -2.312
H 0.143 5.113 -0.954
C -2.005 1.297 3.583
C -2.854 2.133 2.713
O -2.467 1.905 1.438
C -2.121 0.626 1.453
O -1.922 -0.048 0.445
O -1.958 0.211 2.701
F -2.637 3.452 3.081
H -2.589 1.160 4.493
H -0.981 1.647 3.715
H -3.871 1.856 2.991
C 3.508 -2.417 3.315
C 3.486 -3.348 2.026
O 2.678 -2.692 1.091
C 1.951 -1.759 1.793
O 1.038 -1.120 1.304
O 2.338 -1.725 3.090
F 2.925 -4.540 2.341
H 4.341 -1.717 3.256
H 3.503 -3.073 4.185
H 4.453 -3.551 1.566
C 2.457 3.470 0.915
C 3.173 2.133 0.617
O 2.213 1.195 1.023
C 1.067 1.736 1.530
O 0.046 1.110 1.881
O 1.318 3.012 1.714
F 4.167 2.057 1.458
H 2.154 3.846 -0.062
H 2.995 4.167 1.558
H 3.584 2.142 -0.392
C 3.215 -0.018 -1.555
C 3.273 -1.536 -1.319
O 4.176 -1.657 -0.300
C 4.304 -0.519 0.350
O 4.786 -0.412 1.467
O 3.790 0.480 -0.389
F 3.709 -2.014 -2.439
H 2.207 0.308 -1.812
H 3.515 0.342 -2.539
H 2.341 -1.953 -0.937
C -0.046 -0.375 -0.044
N -0.002 0.827 -0.910
O 1.115 1.246 -1.274
O -1.028 1.423 -1.277
H -0.165 -0.075 0.997
H 0.922 -0.875 -0.083
H -0.845 -0.990 -0.459
C -3.659 2.080 -0.485
N -4.018 1.286 -1.724
O -4.223 1.906 -2.681
O -4.152 0.076 -1.615
H -2.592 2.008 -0.271
H -4.221 1.765 0.394
H -3.767 3.127 -0.771
C -3.092 -1.393 -0.471
N -3.470 -2.769 -1.064
O -2.782 -3.783 -0.792
O -4.576 -2.833 -1.576
H -2.621 -0.746 -1.210
H -2.455 -1.517 0.405
H -4.002 -0.932 -0.088
C 0.367 -0.308 3.485
N -0.252 -1.630 3.872
O 0.497 -2.479 4.356
O -1.466 -1.763 3.775
H -0.136 0.070 2.595
H 1.450 -0.305 3.360
H 0.115 0.381 4.291
C -0.802 -2.980 -2.583
N 0.595 -2.377 -2.807
O 1.152 -1.793 -1.891
O 1.107 -2.603 -3.856
H -1.556 -2.295 -2.973
H -0.954 -3.136 -1.515
H -0.675 -3.959 -3.044
C -1.716 0.781 -3.759
N -0.475 0.058 -3.522
O 0.543 0.498 -4.090
O -0.569 -0.945 -2.837
H -1.420 1.573 -4.447
H -2.305 1.223 -2.956
H -2.379 0.063 -4.241
C -1.200 -3.012 1.298
N -0.102 -3.915 0.820
O 0.741 -4.209 1.644
O -0.238 -4.377 -0.314
H -1.228 -2.248 0.521
H -0.926 -2.521 2.232
H -2.145 -3.521 1.484
```

These are the Löwdin partial charges, in e, on atoms 1 to 8: number 1, C, carries -0.0278; number 2, C, carries -0.3177; number 3, O, carries 0.1120; number 4, C, carries -0.4618; number 5, O, carries 0.1049; number 6, O, carries 0.0532; number 7, F, carries 0.0423; number 8, H, carries 0.1478



- What is the energy above the lowest of the compared OMol25 structures with the same formula, charge and spin in the third record?
  2830.6 kJ/mol



- What is the energy above the lowest of the compared OMol25 structures with the same formula, charge and spin in the second record?
  29.8 kJ/mol



- Number 3 is which compound?
  C22H36F5N7O29



What did the first record say?
DFT (ωB97M-V/def2-TZVPD) results for a structure of composition C22H36Cl3CoN4O5S2Si.

## Properties
energy above the lowest of the compared OMol25 structures with the same formula, charge and spin: 95.3 kJ/mol
spin multiplicity: 5
lowest unoccupied orbital energy (alpha / beta): -0.1 / -0.4 eV
highest occupied orbital energy (alpha / beta): -6.723 / -7.260 eV
⟨S²⟩: 6.018
gap between HOMO and LUMO (alpha / beta): 6.65 / 6.88 eV

```
74
C22H36Cl3CoN4O5S2Si (ωB97M-V/def2-TZVPD)
Co -0.363 0.243 0.282
C -0.285 -4.416 3.601
Si 1.429 -4.333 2.837
C 2.728 -4.281 4.210
C 1.700 -5.865 1.762
C 1.834 -2.862 1.704
C 3.099 -2.837 1.132
C 3.503 -1.810 0.285
C 2.607 -0.801 0.022
N 1.381 -0.794 0.542
C 0.982 -1.797 1.357
S -0.670 -1.617 1.844
H -0.372 -5.315 4.219
H -1.059 -4.451 2.834
H -0.486 -3.549 4.230
H 2.637 -5.144 4.874
H 2.618 -3.380 4.816
H 3.740 -4.284 3.799
H 1.527 -6.785 2.325
H 2.719 -5.901 1.370
H 1.018 -5.856 0.909
H 3.796 -3.641 1.348
H 4.490 -1.797 -0.158
H 2.867 0.032 -0.620
C -3.339 -1.143 -4.284
N -2.310 -1.250 -3.278
C -1.399 -2.363 -3.164
C -0.642 -2.012 -1.878
O 0.278 -2.649 -1.442
N -1.177 -0.836 -1.375
C -2.156 -0.459 -2.203
N -2.964 0.573 -1.970
H -3.012 -1.676 -5.174
H -3.499 -0.101 -4.562
H -4.287 -1.573 -3.949
H -0.710 -2.432 -4.007
H -1.920 -3.316 -3.046
H -2.843 1.063 -1.097
H -3.572 0.933 -2.680
Cl 0.584 1.489 5.220
C -0.241 3.021 3.687
Cl -1.475 3.799 4.607
Cl 1.142 3.985 3.358
C -0.620 2.126 2.666
O -1.887 1.565 2.885
O 0.105 1.740 1.742
C -3.739 0.221 2.383
C -2.573 1.016 1.902
O -2.303 1.176 0.715
H -4.625 0.858 2.419
H -3.537 -0.157 3.382
H -3.914 -0.601 1.694
C -1.933 5.585 -2.157
C -0.774 4.591 -2.154
C -0.788 3.701 -0.925
S 0.258 2.207 -1.172
O 0.095 1.805 -2.592
C 1.904 3.022 -0.983
C 2.646 3.127 -2.307
C 3.329 1.827 -2.724
H -1.919 6.175 -3.073
H -1.868 6.272 -1.312
H -2.893 5.068 -2.098
H 0.171 5.137 -2.206
H -0.827 3.950 -3.036
H -1.790 3.319 -0.718
H -0.420 4.193 -0.023
H 2.441 2.415 -0.251
H 1.724 4.000 -0.541
H 3.392 3.917 -2.210
H 1.944 3.424 -3.089
H 4.064 1.518 -1.978
H 3.849 1.959 -3.672
H 2.592 1.033 -2.851
```

These are the Löwdin partial charges, in e, on atoms 1 to 8: number 1, Co, carries 0.4659; number 2, C, carries -0.2173; number 3, Si, carries 0.5405; number 4, C, carries -0.1761; number 5, C, carries -0.1772; number 6, C, carries -0.2340; number 7, C, carries -0.0801; number 8, C, carries -0.0582